Formula: C20H28NO2Zn
Source: the OMol25 dataset
Level of theory: the ωB97M-V functional and the def2-TZVPD basis

Summary:
**2S+1**: 1
**Charge**: -1
**Kohn-Sham gap (alpha / beta)**: 3.4 / 3.3 eV
**F_max**: 0.098 hartree/bohr
**Energy above the lowest of the compared OMol25 structures with the same formula, charge and spin**: 32.8 kcal/mol
**HOMO level (alpha / beta)**: -0.94 / -0.80 eV
**E_LUMO (alpha / beta)**: 2.46 / 2.52 eV
**DFT total energy**: -2763.1456 a.u.

Cartesian coordinates (Å):
1 C -0.637058 -1.381358 5.103035
2 C 2.069150 -0.720745 2.468079
3 H 1.131300 3.143594 -4.095756
4 O -0.133194 1.967716 -2.774173
5 H -3.050691 1.937513 -2.213207
6 C 2.117945 -0.353919 3.842630
7 C -1.622512 -2.145831 1.618868
8 H -0.325362 -2.527040 -4.050293
9 Zn 0.197043 -2.180206 0.655751
10 C 0.498338 -2.114511 -3.462080
11 H -2.169428 -2.759509 0.889001
12 C 1.570350 0.394543 1.740223
13 H 2.631163 -3.415114 -1.315881
14 C -1.267197 -2.574680 2.967031
15 H 2.416686 -1.669994 2.059936
16 H 0.972374 2.454152 2.387738
17 O 0.783175 -2.380607 -1.058930
18 C -0.350696 4.119696 -2.818557
19 H -1.712574 3.545974 -0.247489
20 H -3.080859 3.634780 -2.658234
21 C 1.549299 -3.209840 -3.223757
22 H 2.523355 -2.874604 -3.576076
23 C -1.809892 -0.689487 1.716266
24 C 0.767208 3.098652 -3.062195
25 H -2.250614 -0.077411 0.930017
26 N -0.150839 -1.373771 6.176906
27 H 0.055985 -0.594763 -1.927197
28 C -0.037257 -1.666526 -2.111803
29 H 1.589361 1.554780 4.890242
30 H 2.411415 -1.012761 4.656686
31 H -1.511304 0.733855 3.422634
32 H -0.028211 3.006177 -0.357651
33 C -2.508044 2.708942 -2.760889
34 H -1.339544 1.811944 -0.377688
35 H 1.357645 0.450372 0.671449
36 C 1.625280 -3.482882 -1.733003
37 H -0.781301 4.409192 -3.782438
38 C 1.357006 1.468359 2.659202
39 H -1.258220 -3.595688 3.351612
40 C -1.507993 -0.277689 3.005223
41 H 0.214343 -1.391176 7.125150
42 H -0.139173 4.981715 -2.189738
43 H 1.559755 3.112534 -2.303660
44 C 1.692113 1.000906 3.960672
45 C -1.119344 -1.430842 3.771900
46 C -1.048988 2.816966 -0.706057
47 H 0.926228 -1.264627 -4.008573
48 H 1.164534 -4.438630 -1.482382
49 H 1.314922 -4.113585 -3.795591
50 C -1.111211 2.890906 -2.213861
51 H -2.467492 2.445680 -3.817599
52 H -1.076983 -1.971141 -1.945495

Cartesian forces (eV/Å) of the 3 atoms listed first:
-1.558 -0.155 -3.157
-0.192 0.302 0.361
0.233 -0.527 0.335

Formula: C20H29BaClNP
Source: the OMol25 dataset
Level of theory: the ωB97M-V functional and the def2-TZVPD basis

Summary:
**2S+1**: 1
**Kohn-Sham gap (alpha / beta)**: 6.0 / 6.0 eV
**F_max**: 0.059 hartree/bohr
**HOMO level (alpha / beta)**: -6.18 / -6.18 eV
**E_LUMO (alpha / beta)**: -0.17 / -0.14 eV
**DFT total energy**: -1661.1353 a.u.

Cartesian coordinates (Å):
1 H 5.312340 0.863609 0.626021
2 C -1.111963 0.507436 -2.480745
3 H -0.203442 0.107734 -2.978557
4 C -1.204755 4.151340 -1.436780
5 C 3.878821 -0.062581 -0.674870
6 C -2.439900 0.652086 2.637244
7 C 2.256388 -1.297139 -2.126048
8 H 6.502128 -1.270508 1.124986
9 H 5.569116 -3.420131 0.270213
10 H 0.030076 0.709237 4.567637
11 N -1.700673 2.802389 -1.666335
12 H -0.469111 -2.483836 2.006974
13 P -0.824072 -0.140880 2.463836
14 H -0.262532 1.585389 -0.726702
15 H -2.466949 2.382875 0.246124
16 H 0.150732 2.271867 -2.324662
17 C 4.945333 -0.077005 0.218787
18 C 3.382789 -1.281934 -1.288191
19 H 1.962416 -0.423782 -2.710814
20 Cl 3.214547 -3.979604 -1.203239
21 C -1.781437 -0.556922 -1.630370
22 C -1.893243 -1.747463 0.479126
23 C 3.954306 -2.500974 -0.773081
24 C -3.383869 -2.370624 -1.329708
25 C 5.585520 -1.271497 0.536623
26 H 2.354692 1.829963 1.670109
27 C -2.799075 -1.399929 -2.124121
28 H -3.364557 -3.337421 0.575562
29 H 2.755006 1.279287 1.980051
30 C -1.342664 -1.808383 1.917534
31 H -0.453282 4.417386 -2.189718
32 H -2.975999 0.606039 1.681124
33 C -0.661848 1.800931 -1.749693
34 C 5.069146 -2.481685 0.049056
35 H -2.023106 4.878771 -1.484742
36 C -2.902832 -2.573198 -0.043238
37 C -2.803782 2.457989 -0.803878
38 H 0.710234 -0.889772 4.210942
39 H -0.737350 4.241851 -0.441462
40 H -3.064249 0.183039 3.406511
41 H -2.073488 -2.191335 2.637368
42 H 1.530467 -2.115510 -2.094536
43 H -0.937489 -0.752083 4.877547
44 H -3.569568 3.240745 -0.863152
45 H -3.161082 -1.248295 -3.137052
46 H -2.288962 1.709661 2.895737
47 H 3.361076 0.893975 -0.868232
48 H -3.232140 1.494619 -1.093470
49 Ba 1.223918 -0.172140 0.336420
50 C -0.221623 -0.295075 4.178254
51 H -1.773042 0.807903 -3.313069
52 H -4.226514 -2.965214 -1.713579
53 C -1.394453 -0.761200 -0.323740

Cartesian forces (eV/Å) of the 3 atoms listed first:
-0.035 -0.142 -0.021
0.251 0.259 -0.356
-0.445 -0.093 0.332

Formula: C20H29BeBr3Cl4FLiMgN2NaO9PS
Source: the OMol25 dataset
Level of theory: the ωB97M-V functional and the def2-TZVPD basis

Summary:
**2S+1**: 1
**Charge**: +2
**Kohn-Sham gap**: 1.3 eV
**F_max**: 0.119 hartree/bohr
**HOMO level**: -10.26 eV
**E_LUMO**: -8.91 eV
**DFT total energy**: -12351.8011 a.u.

Cartesian coordinates (Å):
1 H 1.626690 4.736677 -5.362378
2 H 1.437079 4.849216 -3.462868
3 Li -0.820167 1.019187 -4.620998
4 C 1.353112 1.922363 -4.908953
5 H 0.317630 -1.344173 2.356107
6 H -2.126618 0.714211 0.652031
7 C 4.029109 1.850635 -4.540194
8 H 3.122087 0.545476 -1.175719
9 O -3.668247 -1.994707 8.521684
10 C 3.633215 0.376156 -2.194676
11 H 1.360357 0.609030 -2.798085
12 Br -1.452850 -7.778688 8.381143
13 Br 1.626464 -6.879161 8.230487
14 H 0.844438 1.029688 -5.462902
15 C -1.281187 -2.755757 5.110150
16 O -5.113276 -0.538766 1.846016
17 O -0.467521 -3.017415 4.053395
18 H 2.571101 -0.078858 -4.276625
19 H 0.309158 -7.776450 10.136908
20 O -6.615619 1.219034 1.186778
21 H 7.048122 3.293530 -6.648643
22 Mg -4.347371 -3.727256 8.660054
23 C -1.494780 0.120359 1.312741
24 H -2.081245 -0.707008 1.718869
25 H 0.655665 -2.224991 0.843497
26 H -0.943250 0.455267 -1.158288
27 H 0.035435 5.279811 -4.590854
28 C -1.363201 0.818719 -7.795676
29 H 6.107814 4.423869 -4.537970
30 O -4.286893 -1.122896 6.048679
31 H -2.702445 -1.622238 4.013678
32 O 0.782770 -0.596730 -1.385115
33 H 1.594606 -0.773628 1.249522
34 H -2.055112 0.787332 -8.635355
35 C -2.847477 -2.287445 7.442774
36 H 2.427623 2.394655 -2.734288
37 H 2.028867 2.415043 -5.699710
38 C 5.604930 3.441142 -4.860304
39 Na -6.268211 2.553169 4.420900
40 C -1.740618 -3.014436 7.593006
41 S -5.339201 0.917560 1.854324
42 N -0.351887 -0.418558 0.598403
43 Be -0.881478 6.477549 -4.002342
44 H -0.548137 3.103997 -5.153486
45 C -0.156914 -0.176330 -0.716723
46 C -0.881480 -3.311472 6.431846
47 F -6.480460 -0.480098 5.463386
48 C -2.395667 -2.030711 4.968224
49 P 2.482035 1.182771 -3.544430
50 H -4.408506 -1.449562 8.148490
51 C 4.461246 0.999386 -5.704019
52 O -5.383873 1.401400 3.245370
53 H 5.977205 0.871512 -7.483716
54 O -4.239492 1.585256 1.133580
55 Cl -0.295045 2.211480 -8.005499
56 C 0.607689 -1.239421 1.312344
57 N 4.532217 3.057749 -4.018526
58 H -1.138202 0.751917 2.130232
59 C 0.061015 -7.058846 9.357024
60 C -3.257465 -1.758653 6.121709
61 H 3.655684 -0.765820 -2.333046
62 H -1.430946 -3.409457 8.554082
63 C 5.632526 1.458293 -6.580425
64 H 3.924838 0.026207 -5.934138
65 C 0.959974 4.566440 -4.457876
66 Cl -0.407680 2.808509 -2.742877
67 H 4.676456 0.824177 -2.176121
68 C 6.192582 2.794310 -6.089783
69 Cl -2.311641 0.978351 -6.301111
70 Cl -0.433956 -0.683585 -7.779686
71 Br -0.385052 -5.390666 10.243046
72 C 0.335026 3.080924 -4.407400
73 H 0.263404 -3.557039 4.413069
74 O 0.125002 -3.981531 6.527256

Cartesian forces (eV/Å) of the 3 atoms listed first:
-0.692 -0.380 1.237
-0.368 -0.463 -1.458
0.138 0.042 0.699